Formula: C11H16N3O
Source: OMol25
Level of theory: ωB97M-V/def2-TZVPD

Calculated values
* E_tot: -18175.12381 eV
* energy relative to the best compared isomer or geometry (same formula, charge and spin): 275.14 kJ/mol
* SMILES: CC(C)(C)[N@@+]1(C)C=Cc2c1nc[nH]c2=O
* E_HOMO: -12.822 eV
* total charge: +1
* max |F|: 6.66 eV Å⁻¹

Last column: natural (NBO) charge in e.
Atoms and positions in Å:
C 0.93033 1.23753 2.29734  -0.63
C 0.04491 0.39493 1.41476  0.15
C -1.39162 0.84642 1.56111  -0.67
C 0.32144 -1.10617 1.70327  -0.63
N 0.30696 0.62781 -0.00402  -0.27
C 0.27441 2.00544 -0.50303  -0.42
C 2.00573 0.04000 -0.24881  0.05
C 1.83480 -0.82216 -1.22736  -0.22
C 0.52632 -1.06388 -1.63256  -0.22
C -0.34534 -0.23464 -0.96761  0.44
N -1.63214 -0.03023 -1.16058  -0.53
C -2.20304 -0.85922 -1.97181  0.35
N -1.51183 -1.80884 -2.60385  -0.55
C -0.08389 -1.97317 -2.54137  0.64
O 0.55288 -2.74442 -3.19317  -0.52
H 0.56366 1.28678 3.40374  0.26
H 1.86083 0.77276 2.37167  0.22
H 0.90445 2.22190 1.89740  0.22
H -1.57592 1.94544 1.64942  0.24
H -1.72728 0.60734 2.49311  0.24
H -2.00873 0.31273 0.76882  0.25
H -0.28011 -1.69782 1.15864  0.21
H 1.37552 -1.39420 1.61385  0.23
H 0.32286 -1.22308 2.79617  0.25
H 0.95569 2.69185 0.12027  0.25
H 0.60793 1.90377 -1.55192  0.24
H -0.80201 2.15737 -0.51925  0.25
H 2.85523 0.40162 0.23078  0.24
H 2.55386 -1.37076 -1.82639  0.29
H -3.19599 -0.70933 -2.33249  0.22
H -2.03991 -2.41574 -3.19611  0.44

Atoms 1-6, force components in eV/Å:
C -1.80 -0.03 1.89
C -0.93 -0.56 1.49
C -0.93 -0.02 -1.64
C 2.31 2.84 2.83
N 6.45 -1.36 -0.97
C 0.52 0.48 -0.26

Formula: BrH4N2OP
Source: OMol25
Level of theory: ωB97M-V/def2-TZVPD

Calculated values
* E_tot: -84425.05126 eV
* energy relative to the best compared isomer or geometry (same formula, charge and spin): 36.93 kJ/mol
* SMILES: N=[P@](N)(O)Br
* E_HOMO: -9.560 eV
* total charge: 0
* max |F|: 5.00 eV Å⁻¹

Last column: natural (NBO) charge in e.
Atoms and positions in Å:
N 0.44677 -1.05759 -1.42158  -1.23
P -0.19637 -0.24813 -0.21144  1.91
N 0.56566 1.25616 0.35448  -1.13
O 0.10164 -1.07904 1.21509  -0.98
Br -2.38752 0.14004 -0.15590  -0.23
H 0.55615 -0.43108 -2.16663  0.37
H 0.36929 1.38986 1.36958  0.41
H 0.41004 2.04010 -0.16774  0.38
H 0.13433 -2.01031 1.18413  0.51

Atoms 1-6, force components in eV/Å:
N -1.58 0.68 3.11
P 3.24 -0.76 1.86
N -0.78 -4.57 1.89
O -0.88 3.24 -1.50
Br 0.24 -0.09 -0.07
H 0.28 0.85 -1.86

Formula: C4H2O2
Source: OMol25
Level of theory: ωB97M-V/def2-TZVPD

Calculated values
* E_tot: -8271.57538 eV
* energy relative to the best compared isomer or geometry (same formula, charge and spin): 91.94 kJ/mol
* SMILES: C#CC(=O)C=O
* E_HOMO: -10.021 eV
* total charge: 0
* max |F|: 0.79 eV Å⁻¹

Last column: natural (NBO) charge in e.
Atoms and positions in Å:
C 1.62265 -0.12697 -0.55627  -0.11
C 0.91061 0.68835 -0.01216  -0.15
C -0.45821 0.90512 0.48278  0.44
O -1.00079 1.85581 0.97209  -0.44
C -1.03181 -0.48875 0.14541  0.36
O -1.12686 -1.36373 0.96115  -0.48
H 2.19722 -0.89283 -1.02564  0.25
H -1.11839 -0.62857 -0.95147  0.13

Atoms 1-6, force components in eV/Å:
C -0.17 0.42 0.19
C 0.22 -0.38 -0.21
C -0.07 0.39 0.12
O 0.41 -0.62 -0.27
C 0.04 -0.29 0.43
O -0.34 0.42 -0.37

Formula: C22H28IrN3O5Si2
Source: OMol25
Level of theory: ωB97M-V/def2-TZVPD

Calculated values
* E_tot: -56572.44707 eV
* energy relative to the best compared isomer or geometry (same formula, charge and spin): 2.14 kJ/mol
* E_HOMO: -7.516 eV
* total charge: 0
* max |F|: 0.19 eV Å⁻¹

Last column: natural (NBO) charge in e.
Atoms and positions in Å:
Ir 0.96161 -0.00795 0.49090  1.05
C -1.80328 1.28957 3.55698  -1.14
Si -1.30411 0.07571 2.22632  1.76
C -2.55925 -1.31797 2.19324  -1.14
C 0.40384 -0.62151 2.76705  -1.11
C -1.00710 0.86250 0.58241  -1.21
C -0.37572 2.18962 0.78465  0.28
C -0.86623 3.48958 0.80481  -0.27
C 0.03168 4.52421 1.00700  -0.13
C 1.38793 4.26549 1.17989  -0.27
C 1.82181 2.95552 1.14134  0.08
N 0.94395 1.97206 0.95999  -0.45
Si -2.18246 0.72718 -0.87838  1.72
C -2.06159 -0.95840 -1.68599  -1.12
C -1.76054 2.01076 -2.16507  -1.13
C -3.95450 1.01143 -0.31049  -1.12
H -1.91362 0.79521 4.52546  0.24
H -2.75840 1.75835 3.30719  0.24
H -1.05851 2.08158 3.66508  0.24
H -2.36446 -2.05141 2.97939  0.24
H -2.58307 -1.83452 1.23341  0.24
H -3.55705 -0.91109 2.36783  0.25
H 0.70818 -0.03283 3.63457  0.27
H 1.39557 -0.59640 2.19469  0.26
H 0.33003 -1.66863 3.05879  0.25
H -1.92149 3.67615 0.65952  0.23
H -0.32333 5.54675 1.02510  0.22
H 2.09690 5.06607 1.32994  0.23
H 2.86009 2.66810 1.24682  0.23
H -1.07294 -1.08817 -2.13143  0.25
H -2.80220 -1.02432 -2.48737  0.24
H -2.24166 -1.78934 -1.00177  0.22
H -0.71505 1.92002 -2.46656  0.27
H -1.93442 3.03165 -1.82076  0.23
H -2.38617 1.85264 -3.04762  0.24
H -4.29332 0.23066 0.37377  0.23
H -4.63698 1.02503 -1.16361  0.24
H -4.05454 1.97099 0.20466  0.23
O 5.46005 1.56714 -3.34105  -0.47
C 4.59070 1.19663 -2.60510  0.39
C 3.08157 1.32919 -2.83424  0.37
O 2.54040 1.81350 -3.80191  -0.53
C 2.48057 0.75169 -1.64101  0.20
C 3.42249 0.28656 -0.73257  0.20
O 3.07623 -0.26780 0.38395  -0.71
C 4.78515 0.51636 -1.24286  0.39
O 5.84175 0.23991 -0.73086  -0.51
O 1.18797 0.61767 -1.40210  -0.67
N 0.54661 -5.83773 -1.75417  -0.77
C 0.64420 -4.58818 -1.22729  0.24
C 1.44814 -3.60660 -1.81501  -0.30
C 1.49495 -2.34598 -1.27366  0.09
N 0.79016 -1.98257 -0.18769  -0.47
C 0.02856 -2.92496 0.38069  0.08
C -0.07636 -4.21066 -0.08814  -0.31
H 1.19508 -6.12645 -2.46410  0.40
H 0.10516 -6.56694 -1.22433  0.40
H 2.03898 -3.82371 -2.69474  0.23
H 2.11455 -1.59008 -1.72819  0.23
H -0.52822 -2.62806 1.25631  0.21
H -0.71830 -4.91321 0.42635  0.22

Atoms 1-6, force components in eV/Å:
Ir 0.04 -0.06 -0.09
C -0.01 0.00 0.03
Si -0.09 0.00 -0.06
C 0.01 0.01 -0.06
C 0.00 0.16 0.02
C -0.01 -0.03 0.04

Formula: C4H10N2O
Source: OMol25
Level of theory: ωB97M-V/def2-TZVPD

Calculated values
* E_tot: -9332.98567 eV
* energy relative to the best compared isomer or geometry (same formula, charge and spin): 579.09 kJ/mol
* SMILES: [O-][NH2+]CCN1CC1
* E_HOMO: -8.195 eV
* total charge: 0
* max |F|: 4.63 eV Å⁻¹

Last column: natural (NBO) charge in e.
Atoms and positions in Å:
O 3.16907 -0.69147 -0.29147  -0.71
N 2.04076 -0.28604 0.32923  -0.21
C 1.20807 0.74827 -0.33873  -0.24
C -0.15860 1.01292 0.46430  -0.23
N -0.74509 -0.32808 0.45015  -0.45
C -2.13960 -0.49363 0.31015  -0.23
C -1.30758 -0.99807 -0.78463  -0.27
H 2.19767 -0.04690 1.28249  0.36
H 1.24751 -1.00721 0.38673  0.37
H 0.92042 0.55697 -1.40309  0.22
H 1.67904 1.78853 -0.34696  0.20
H -0.80678 1.65608 -0.05956  0.19
H 0.14116 1.23647 1.50197  0.21
H -2.67330 0.48115 0.02010  0.18
H -2.51556 -1.12274 1.02984  0.21
H -1.02327 -2.03055 -0.85970  0.21
H -1.23391 -0.47571 -1.69082  0.19

Atoms 1-6, force components in eV/Å:
O -0.10 0.17 -0.08
N -2.57 -1.42 -1.80
C -1.04 4.36 -0.10
C 2.76 -3.61 -0.91
N 0.34 -0.80 0.22
C -0.61 2.97 -1.49